{"formula": "C2H3F2NO", "method": "wB97M-V/def2-TZVPD", "elements": ["O", "N", "C", "C", "F", "F", "H", "H", "H"], "xyz": [[-0.563989, -1.687615, -0.087549], [0.749821, -1.235265, 0.190436], [0.763925, 0.009111, 0.162299], [-0.372145, 0.979499, -0.010060], [-0.713844, 1.177047, -1.310959], [0.123889, 2.190418, 0.398350], [-0.472939, -2.645612, -0.193867], [1.731506, 0.523613, 0.234803], [-1.246223, 0.688804, 0.616548]], "forces_ev_per_a": [[0.4, -0.2, 0.2], [-1.0, -1.3, -0.6], [1.1, 1.9, -0.3], [-0.2, 0.0, 0.4], [-0.2, -0.5, 0.2], [-0.3, -0.1, 0.3], [0.1, 0.3, 0.2], [-0.2, -0.5, 0.3], [0.4, 0.4, -0.7]], "lumo_ev": 0.76, "e_homo_ev": -10.903, "homo_lumo_gap_ev": 11.666, "relative_energy_ev": 2.4416, "smiles": "O/N=C\\C(F)F", "molar_mass_da": 95.05}

{"formula": "C5H7NO", "method": "wB97M-V/def2-TZVPD", "elements": ["C", "C", "C", "C", "N", "C", "O", "H", "H", "H", "H", "H", "H", "H"], "xyz": [[1.416784, -0.947886, -0.647294], [0.630026, 0.363087, -0.608539], [-0.703110, 0.256304, 0.117511], [-1.415735, -1.012089, -0.051993], [-1.960200, -2.017654, -0.223372], [-0.995848, 1.065396, 1.311958], [-1.564553, 1.381694, 0.055933], [1.582936, -1.357371, 0.354820], [2.394521, -0.783480, -1.108723], [0.892335, -1.708309, -1.234035], [1.217062, 1.143603, -0.112308], [0.433527, 0.712864, -1.627285], [-1.677506, 0.701388, 2.076890], [-0.233841, 1.766722, 1.647061]], "forces_ev_per_a": [[0.0, 0.0, 0.0], [0.0, 0.0, 0.0], [0.2, -0.1, -0.1], [-0.4, -0.8, -0.1], [0.5, 0.9, 0.2], [0.1, 0.0, 0.3], [-0.1, 0.2, -0.2], [0.0, 0.1, -0.1], [-0.1, 0.0, 0.1], [0.1, 0.1, 0.1], [-0.1, -0.1, -0.1], [0.0, -0.1, 0.1], [0.0, 0.0, -0.2], [0.0, -0.2, 0.0]], "lumo_ev": 0.82, "e_homo_ev": -11.106, "homo_lumo_gap_ev": 11.925, "relative_energy_ev": 1.7499, "smiles": "CC[C@@]1(C#N)CO1", "molar_mass_da": 97.12}

{"formula": "C2H4FNO", "method": "wB97M-V/def2-TZVPD", "elements": ["O", "N", "C", "F", "C", "H", "H", "H", "H"], "xyz": [[-3.308684, 1.305472, -0.083350], [-3.284219, 0.136375, 0.080612], [-2.746817, -0.901435, 0.113025], [-3.105724, -2.100899, -0.002291], [-0.246753, 0.894879, -0.082916], [-0.971252, 0.382814, 0.582386], [-0.752333, 0.916535, -1.026314], [-0.312640, 1.944283, 0.397426], [0.723883, 0.418535, -0.051358]], "forces_ev_per_a": [[-0.7, 1.8, 0.2], [0.1, 1.1, -0.6], [0.4, -0.8, 0.4], [-0.4, -2.4, 0.0], [-1.5, 1.6, 2.3], [0.9, -0.2, -0.3], [0.2, 0.1, -0.8], [0.8, -1.4, -1.1], [0.1, 0.2, -0.1]], "lumo_ev": -0.64, "e_homo_ev": -10.138, "homo_lumo_gap_ev": 9.499, "relative_energy_ev": 5.3607, "smiles": "[O-][N+]#CF.C", "molar_mass_da": 77.06}

{"formula": "C3H10N3OS", "method": "wB97M-V/def2-TZVPD", "elements": ["C", "C", "C", "N", "N", "N", "O", "S", "H", "H", "H", "H", "H", "H", "H", "H", "H", "H"], "xyz": [[-0.567711, 1.512761, -0.114152], [-1.452025, 2.439358, 0.611960], [1.487154, -1.771029, 0.088592], [-0.979964, 0.336530, -0.483751], [-0.244272, -0.507941, -1.268260], [1.058866, -3.030518, 0.444660], [0.643240, 1.885023, -0.641448], [1.590536, -0.621144, 1.359783], [-1.834869, 3.156106, -0.160175], [-2.343081, 1.900043, 0.834369], [-1.179589, 2.955756, 1.544675], [1.774642, -1.597209, -1.011626], [-1.978141, 0.166359, -0.136034], [-1.003564, -1.206875, -1.414349], [0.886259, -3.709401, -0.321846], [0.823413, 1.237717, -1.385240], [0.767105, -3.217866, 1.396504], [2.552000, 0.072329, 0.656337]], "forces_ev_per_a": [[2.3, -0.1, -1.1], [-0.7, 1.1, -0.9], [-1.4, -2.4, -0.6], [-1.8, 1.0, 1.6], [-1.7, -0.8, 0.5], [0.7, 2.2, -2.1], [-1.4, -0.6, 0.2], [1.2, 0.3, -1.1], [0.6, 0.0, 0.8], [-0.8, -0.6, 0.5], [0.6, -0.3, -0.7], [-0.2, -0.3, 2.2], [1.9, -0.3, -0.8], [1.3, 0.0, -0.7], [0.1, 0.6, 1.2], [-0.2, 0.5, 0.7], [0.0, -0.2, -0.3], [-0.7, 0.0, 0.7]], "charge": 1, "lumo_ev": -4.11, "e_homo_ev": -11.641, "homo_lumo_gap_ev": 7.533, "relative_energy_ev": 3.3768, "molar_mass_da": 136.20}

{"formula": "C2H2O5", "method": "wB97M-V/def2-TZVPD", "elements": ["C", "C", "O", "O", "O", "O", "O", "H", "H"], "xyz": [[0.915621, 0.052997, -0.166611], [-1.495595, 0.441123, -0.191154], [0.632527, 0.041940, 1.119096], [-0.647681, -0.742451, 0.946890], [1.956598, -0.656894, -0.548616], [0.145686, 0.554216, -1.037382], [-2.438354, 0.096405, -0.823077], [2.326480, -1.096469, 0.236765], [-1.395281, 1.309133, 0.464089]], "forces_ev_per_a": [[-1.1, -0.4, -2.5], [-2.2, -0.4, 0.9], [-1.0, -0.5, 0.1], [-0.3, 1.4, -0.7], [0.1, 0.7, 0.3], [1.6, -0.8, 1.4], [2.6, 0.0, 0.9], [0.0, 0.1, -0.1], [0.3, -0.1, -0.2]], "lumo_ev": -0.26, "e_homo_ev": -10.703, "homo_lumo_gap_ev": 10.445, "relative_energy_ev": 4.4689, "molar_mass_da": 106.03}

{"formula": "H2N6O", "method": "wB97M-V/def2-TZVPD", "elements": ["N", "N", "N", "N", "N", "N", "O", "H", "H"], "xyz": [[-1.506418, 0.176347, 0.902827], [-1.096297, 1.116970, 1.503239], [-0.822778, -0.655163, 0.143106], [-1.008311, 2.055090, 2.126875], [0.279292, -0.231946, -0.290476], [1.028745, -1.036394, -1.124855], [0.839525, 0.846962, -0.011731], [0.452342, -1.626987, -1.690138], [1.833900, -0.644879, -1.558846]], "forces_ev_per_a": [[-2.9, -2.4, -0.9], [1.5, 4.4, 2.3], [1.1, -1.6, -1.4], [0.2, -0.9, -0.3], [2.1, 1.2, -0.6], [-1.4, -1.6, 0.6], [-0.5, 0.2, 0.3], [-0.2, -0.3, -0.2], [0.1, 1.0, 0.1]], "lumo_ev": 0.34, "e_homo_ev": -8.989, "homo_lumo_gap_ev": 9.327, "relative_energy_ev": 1.1261, "molar_mass_da": 102.06}

{"formula": "C35H38FN3O3SiW", "method": "wB97M-V/def2-TZVPD", "elements": ["C", "C", "C", "H", "C", "C", "H", "H", "H", "H", "W", "C", "H", "H", "H", "Si", "C", "C", "H", "C", "H", "C", "H", "C", "H", "C", "H", "C", "C", "H", "C", "H", "C", "H", "C", "H", "C", "H", "H", "H", "F", "C", "C", "C", "C", "O", "C", "C", "N", "C", "C", "C", "C", "C", "C", "N", "C", "C", "N", "C", "C", "C", "O", "O", "H", "H", "H", "H", "H", "H", "H", "H", "H", "H", "H", "H", "H", "H", "H", "H", "H", "H"], "xyz": [[1.088256, 2.036965, -0.012243], [0.105128, 2.087467, -1.057164], [-1.195261, 2.106512, -0.460145], [0.311363, 2.179348, -2.114895], [-1.030936, 2.061156, 0.956313], [0.379427, 1.997528, 1.231067], [0.829011, 2.043074, 2.218075], [2.166698, 2.043768, -0.137870], [-2.137685, 2.160532, -0.997436], [-1.817695, 2.134211, 1.702219], [-0.162981, 0.007833, 0.090001], [-1.394292, -3.476361, -5.160469], [-2.124436, -3.495014, -4.346423], [-1.750923, -2.816597, -5.960226], [-0.428511, -3.116947, -4.789965], [-0.130051, -0.950865, -2.318298], [1.576509, -0.914304, -3.107033], [2.353492, 0.253102, -3.190993], [2.014130, 1.188803, -2.735028], [3.574894, 0.234362, -3.880285], [4.173901, 1.144794, -3.933370], [4.012490, -0.942284, -4.500581], [4.956263, -0.949913, -5.053830], [3.246570, -2.110177, -4.399863], [3.579111, -3.028329, -4.887901], [2.051539, -2.113053, -3.668990], [1.472530, -3.033874, -3.549548], [-1.255530, 0.052173, -3.463306], [-0.815099, 0.580661, -4.689485], [0.160655, 0.294349, -5.093197], [-1.618455, 1.493495, -5.391051], [-1.257644, 1.914545, -6.331630], [-2.868534, 1.868985, -4.886231], [-3.481721, 2.603557, -5.418389], [-3.335523, 1.297994, -3.696088], [-4.315016, 1.573506, -3.298845], [-2.550579, 0.363799, -3.008739], [-2.942423, -0.114347, -2.102885], [-0.631024, -2.323374, -2.400472], [-1.271409, -4.493793, -5.557646], [-0.427138, 2.338493, 6.054380], [-0.447959, 0.972595, 5.844535], [-0.560971, 0.536923, 4.547960], [-0.334675, -0.829856, 4.258758], [-0.153752, -1.256496, 2.913444], [0.118259, -0.331773, 2.031757], [-0.015536, -2.628977, 2.624058], [0.181705, -3.492564, 3.689773], [0.095181, -3.109129, 5.010568], [0.312822, -4.037731, 6.054717], [0.311139, -5.521907, 5.815549], [1.591787, -4.824431, 6.116938], [-0.096809, -1.746052, 5.313626], [0.016117, -1.264911, 6.625538], [-0.217708, 0.097150, 6.933818], [-0.206708, 0.528864, 8.262681], [0.806952, -0.003282, 9.149592], [0.233426, -0.274403, 10.531424], [-0.465695, 0.952299, 10.973741], [-1.472038, 1.545015, 10.066317], [-0.800940, 1.775876, 8.717016], [0.031152, -3.185394, 1.209319], [0.114460, -4.412567, 1.116359], [-0.025817, -2.354630, 0.212700], [-0.797111, 1.230748, 3.746128], [0.404459, -4.540394, 3.501416], [-0.065156, -3.734954, 7.032956], [-0.066179, -6.142774, 6.629111], [0.113090, -5.905517, 4.819963], [2.319392, -4.649384, 5.315938], [1.974507, -5.008316, 7.123597], [0.280694, -1.950380, 7.430674], [1.651618, 0.712036, 9.234192], [1.208954, -0.931902, 8.730009], [-0.495841, -1.088050, 10.536606], [1.030935, -0.492525, 11.246091], [-0.905294, 0.779699, 11.881441], [0.259668, 1.658798, 11.088795], [-1.821284, 2.483966, 10.502720], [-2.305287, 0.842274, 9.990062], [-0.012919, 2.548033, 8.824422], [-1.554042, 2.127145, 8.002753]], "forces_ev_per_a": [[-1.0, -0.4, 0.3], [-0.2, -0.3, 0.1], [0.5, -0.4, 0.0], [-0.1, -0.1, 0.1], [0.9, -0.2, -0.3], [-0.2, 1.3, -0.9], [-0.1, -0.4, -0.3], [-0.2, -0.1, 0.0], [0.3, -0.1, 0.1], [0.1, -0.2, -0.3], [0.3, -0.6, 0.5], [0.0, -0.2, -0.2], [0.1, 0.0, -0.1], [0.1, -0.2, 0.2], [-0.2, 0.0, -0.1], [-0.1, 0.4, -1.2], [0.1, -0.3, 0.5], [0.4, -0.4, -0.4], [0.2, -0.3, -0.2], [-0.3, -0.1, 0.1], [-0.1, -0.3, 0.0], [-0.2, 0.0, 0.1], [-0.4, 0.0, 0.2], [0.0, 0.0, 0.1], [0.0, 0.3, 0.2], [0.3, 0.5, -0.2], [0.2, 0.3, -0.1], [-0.1, 0.1, 0.1], [-0.4, 0.3, 0.2], [-0.3, 0.2, 0.2], [-0.1, -0.2, 0.1], [-0.2, -0.1, 0.3], [0.2, -0.1, 0.1], [0.3, -0.3, 0.2], [0.0, -0.3, 0.0], [0.2, -0.1, -0.2], [0.1, 0.5, -0.5], [0.1, 0.2, -0.2], [0.0, -0.3, 0.4], [0.0, 0.3, 0.1], [-0.3, -1.3, 0.0], [0.1, 0.8, -0.4], [0.2, -0.4, 0.6], [-0.1, 0.0, 0.6], [1.2, -0.4, -0.9], [-1.0, -1.4, 1.6], [0.1, 0.3, 0.4], [-0.7, 0.5, 1.1], [0.0, 1.4, -2.2], [0.2, -1.1, 1.5], [-0.3, -0.3, 0.1], [0.7, 0.1, 0.1], [0.2, -0.3, -0.3], [-0.5, 0.8, 0.4], [0.2, -0.8, -0.4], [0.0, -0.3, -0.2], [0.3, 0.0, -0.1], [0.1, -0.6, -0.6], [0.2, 0.4, 1.2], [-0.4, -0.1, -0.9], [0.1, 0.1, -0.3], [0.4, -1.6, 0.2], [-0.1, 1.8, 0.0], [-0.3, 2.2, -0.1], [0.3, -0.1, 0.2], [-0.1, 0.3, -0.1], [-0.2, 0.0, -0.7], [-0.1, 0.2, -0.4], [0.1, 0.0, 0.2], [-0.3, -0.2, 0.4], [0.2, 0.2, -0.5], [-0.3, 0.3, -0.4], [-0.2, -0.2, 0.0], [0.0, 0.4, 0.3], [0.1, 0.1, -0.1], [-0.2, 0.0, 0.0], [0.2, 0.2, 0.1], [0.1, 0.2, 0.4], [0.1, -0.2, 0.0], [0.1, 0.1, 0.0], [-0.4, 0.0, -0.1], [0.3, 0.0, 0.3]], "charge": 2, "multiplicity": 3, "lumo_ev": [-5.86, -6.13], "e_homo_ev": [-12.162, -12.031], "homo_lumo_gap_ev": [6.302, 5.899], "relative_energy_ev": 0.0000, "molar_mass_da": 779.63}

{"formula": "C4H11NO", "method": "wB97M-V/def2-TZVPD", "elements": ["C", "N", "C", "C", "C", "O", "H", "H", "H", "H", "H", "H", "H", "H", "H", "H", "H"], "xyz": [[-1.985918, -0.803878, 0.897344], [-0.578660, -0.795237, 0.509778], [0.080748, 0.465066, 0.751468], [1.589203, 0.376069, 0.559191], [1.910281, -0.122565, -0.860515], [-0.913448, 0.946065, -1.704627], [-2.306606, -1.831436, 1.070146], [-2.114723, -0.272898, 1.845602], [-2.656455, -0.302271, 0.194941], [-0.612021, -0.856411, -0.507791], [-0.339426, 1.105787, -0.125516], [-0.298467, 0.875737, 1.685141], [2.029362, 1.362688, 0.724706], [2.034658, -0.253661, 1.333023], [1.794583, -1.208108, -0.874822], [2.888060, 0.155093, -1.244271], [1.136351, 0.289721, -1.508238]], "forces_ev_per_a": [[-0.2, 0.0, 0.9], [-0.3, 1.1, -0.2], [-0.3, -2.4, -0.1], [0.3, 0.8, -0.4], [-0.5, -0.2, 0.5], [0.6, 0.3, 1.9], [-0.1, 0.0, -0.2], [0.1, -0.1, 0.0], [0.2, -0.1, -0.3], [0.5, -0.7, 0.0], [-0.6, 0.9, -1.8], [0.2, 0.4, 0.0], [-0.1, 0.1, -0.1], [-0.3, -0.2, 0.0], [0.2, 0.0, -0.2], [0.1, 0.0, 0.2], [0.2, 0.0, -0.3]], "lumo_ev": -2.90, "e_homo_ev": -9.693, "homo_lumo_gap_ev": 6.793, "relative_energy_ev": 7.0816, "molar_mass_da": 89.14}